[1]
{
  "formula": "C9H23N2Si",
  "method": "ωB97M-V/def2-TZVPD",
  "symbols": ["C", "C", "C", "C", "C", "C", "C", "C", "C", "N", "N", "Si", "H", "H", "H", "H", "H", "H", "H", "H", "H", "H", "H", "H", "H", "H", "H", "H", "H", "H", "H", "H", "H", "H", "H"],
  "xyz": [[3.99998, -1.82546, 0.68539], [2.90058, -1.28129, 0.08540], [-0.06134, 2.70136, -0.81997], [-3.34696, 0.09468, -1.06031], [0.41924, 1.63949, 1.82379], [-1.86092, -1.99264, 0.42797], [1.21209, 1.96973, -0.49240], [-2.19400, -0.65812, -1.62596], [-0.00468, -1.12180, -0.60424], [0.96924, 0.96431, 0.64085], [-1.24501, -1.21309, -0.61643], [1.15513, -1.75306, 0.66216], [4.97928, -1.69963, 0.47294], [3.93449, -2.56571, 1.53468], [2.95889, -0.48649, -0.71392], [-0.26950, 3.48476, -0.03396], [0.06431, 3.23890, -1.73362], [-1.01765, 2.23147, -0.80498], [-3.78333, 0.82674, -1.75471], [-4.22946, -0.48704, -0.70596], [-3.07222, 0.67981, -0.29286], [0.81397, 0.98597, 2.59208], [0.80356, 2.73720, 1.82630], [-0.58183, 1.49905, 1.72456], [-1.87608, -1.31510, 1.32607], [-2.90348, -2.13669, 0.17791], [-1.33827, -2.86492, 0.80296], [1.69692, 1.56272, -1.29044], [2.04102, 2.63470, -0.09060], [-1.50697, 0.00407, -2.17863], [-2.44781, -1.49607, -2.31264], [0.40872, -0.47729, -1.42710], [1.92748, 0.88236, 1.00958], [0.98186, -3.34075, 0.71053], [0.47271, -1.42217, 2.05557]],
  "largest_force_ev_per_a": 9.5,
  "relative_energy_kj_mol": 214.00,
  "spin_multiplicity": 3,
  "lumo_energy_ev": [-2.591, -8.048],
  "gap_ha": [0.229, 0.184],
  "total_charge": 1,
  "s2": 2.010,
  "e_homo_ev": [-8.81, -13.07]
}



[2]
{
  "formula": "C9H23N4O8PRuS",
  "method": "ωB97M-V/def2-TZVPD",
  "symbols": ["Ru", "N", "N", "C", "N", "S", "H", "H", "H", "H", "H", "O", "N", "O", "O", "O", "C", "C", "C", "C", "O", "P", "O", "O", "O", "C", "C", "C", "C", "H", "H", "H", "H", "H", "H", "H", "H", "H", "H", "H", "H", "H", "H", "H", "H", "H", "H"],
  "xyz": [[1.67320, 0.98953, -1.66547], [1.95041, -1.56492, -1.67078], [3.16756, -2.22368, -1.83892], [4.30626, -1.48942, -1.96845], [5.43632, -2.23092, -2.00073], [4.32122, 0.16260, -2.04350], [1.52969, -1.77743, -0.76282], [1.30428, -1.84578, -2.41132], [3.23984, -3.15878, -1.46516], [5.40422, -3.20400, -2.25746], [6.29074, -1.73568, -2.19180], [2.18121, 4.24696, -0.94321], [3.15812, 3.77885, -1.45534], [4.19286, 4.35653, -1.71687], [3.19158, 2.45759, -1.83484], [0.61664, 2.34534, -1.73846], [-2.99896, -1.40091, -0.09579], [-1.74247, -2.10074, 0.40843], [-2.03870, -2.91220, 1.66080], [-1.14216, -2.98638, -0.67709], [-0.74347, -1.13341, 0.83821], [-0.32486, 0.21731, 0.12408], [1.03402, 0.66174, 0.62082], [-0.15224, -0.06454, -1.36500], [-1.51435, 1.21703, 0.32046], [-1.68608, 2.14741, 1.45446], [-1.45098, 1.40061, 2.75922], [-0.71621, 3.30457, 1.27695], [-3.12726, 2.60412, 1.32757], [-3.75181, -2.15168, -0.34157], [-2.78691, -0.81184, -0.98835], [-3.40324, -0.74006, 0.67087], [-2.77763, -3.68411, 1.44171], [-2.43077, -2.26199, 2.44323], [-1.12742, -3.38716, 2.02604], [-1.81671, -3.82150, -0.87442], [-0.19233, -3.40090, -0.33283], [-0.99890, -2.42079, -1.59612], [-0.41622, 1.06343, 2.83187], [-2.11857, 0.54062, 2.83843], [-1.65224, 2.07315, 3.59483], [0.31322, 2.96992, 1.39016], [-0.93146, 4.06961, 2.02571], [-0.82481, 3.73947, 0.28422], [-3.80748, 1.75539, 1.41162], [-3.28145, 3.09072, 0.36471], [-3.35569, 3.31631, 2.12188]],
  "largest_force_ev_per_a": 2.9,
  "relative_energy_kj_mol": 108.60,
  "spin_multiplicity": 5,
  "lumo_energy_ev": [-0.070, -1.516],
  "gap_ha": [0.318, 0.277],
  "total_charge": 0,
  "s2": 6.018,
  "e_homo_ev": [-8.72, -9.07]
}



[3]
{
  "formula": "C9H23N5O",
  "method": "ωB97M-V/def2-TZVPD",
  "symbols": ["C", "C", "C", "C", "C", "C", "C", "C", "C", "N", "N", "N", "N", "N", "O", "H", "H", "H", "H", "H", "H", "H", "H", "H", "H", "H", "H", "H", "H", "H", "H", "H", "H", "H", "H", "H", "H", "H"],
  "xyz": [[-0.35808, -1.16977, -0.31503], [0.95554, -1.09905, -0.52426], [-0.98163, -0.10295, 0.53626], [3.16578, -0.09047, -0.18150], [-2.72979, 1.50851, 0.90256], [-3.28064, -0.43147, -0.42971], [5.18485, 1.03766, 0.02855], [-1.72463, 1.51327, -1.25622], [-2.20283, 0.61540, -0.08710], [1.87092, -0.14611, 0.11380], [-1.43390, -2.61127, 1.91181], [3.84196, -1.12693, -0.70384], [-0.43583, 0.28374, 1.63522], [-1.19464, 0.84954, -2.39587], [3.73516, 1.03750, 0.01678], [-1.04505, -1.67898, -0.94515], [1.56844, -1.95996, -0.89653], [-3.67663, 2.05326, 0.60659], [-1.97625, 2.22841, 1.27495], [-3.08092, 1.03947, 1.82498], [-3.86168, -0.59082, 0.49731], [-3.97728, -0.00306, -1.20290], [-2.84414, -1.41731, -0.73180], [5.67112, 0.21903, 0.61766], [5.50335, 2.09311, 0.48577], [5.53531, 1.31459, -1.00521], [-0.98464, 2.21197, -0.99278], [-2.66061, 2.14524, -1.29972], [1.36011, 0.71082, 0.30618], [-1.54637, -3.51977, 1.50177], [-1.69205, -2.55296, 2.89020], [4.85101, -1.07692, -0.98391], [3.60274, -2.06123, -0.88565], [-0.94695, 1.05736, 2.05631], [0.32699, -0.22294, 2.09312], [-2.11101, -1.95411, 1.48972], [-0.46210, 1.22618, -2.96066], [-1.96564, 0.67105, -2.99172]],
  "largest_force_ev_per_a": 4.6,
  "relative_energy_kj_mol": 130.03,
  "spin_multiplicity": 1,
  "lumo_energy_ev": -7.562,
  "gap_ha": 0.294,
  "total_charge": 2,
  "e_homo_ev": -15.57
}